Entry 1:
59
Properties=species:S:1:pos:R:3:forces:R:3 method="wB97M-V/def2-TZVPD" multiplicity=1 e_lumo_ev=0.611 mol_weight_g_mol=424.497 smiles="CCOc1ccc(N(CC)C(=O)c2cn(CC)c(=O)c3cc(OC)c(OC)cc23)cc1" relative_energy_kcal_mol=55.29 total_energy_ev=-38560.35835 e_homo_ha=-0.2810
C -4.118 -0.602 -3.846 0.3746 0.1553 0.2167
C -2.692 -0.379 -3.368 -0.0819 -0.2568 -0.2738
O -2.721 0.645 -2.390 -0.1131 0.1396 0.0955
C -1.570 0.986 -1.762 0.1667 0.1091 0.1896
C -1.681 1.960 -0.768 -0.1065 -0.0934 -0.1875
C -0.580 2.348 -0.037 0.1583 -0.0561 -0.1000
C 0.667 1.777 -0.278 -0.2295 -0.1205 -0.5203
C 0.789 0.861 -1.315 -0.0081 0.3867 0.0857
C -0.315 0.456 -2.043 -0.3036 -0.1373 -0.1750
H -0.181 -0.272 -2.827 -0.0252 -0.0758 -0.0853
H 1.758 0.451 -1.553 0.0646 -0.0267 -0.0065
N 1.781 2.111 0.525 -0.0573 0.2367 0.1195
C 2.586 1.169 1.099 0.0211 -0.2693 0.0680
O 3.625 1.458 1.662 0.2781 -0.0231 0.0305
C 2.114 -0.241 0.968 0.6234 -0.4279 0.0415
C 2.971 -1.149 0.441 -0.2250 0.8761 0.3555
N 2.620 -2.430 0.162 -0.1524 -0.1866 0.1162
C 1.324 -2.903 0.329 0.0488 -0.0451 -0.0614
O 1.024 -4.025 -0.045 -0.1142 -0.1569 -0.0460
C 0.409 -1.978 0.988 -0.2036 0.4641 0.2031
C 0.800 -0.679 1.344 -0.1896 -0.5308 0.0406
C -0.092 0.110 2.078 -0.0900 -0.0537 0.1318
C -1.362 -0.325 2.398 0.0070 0.0369 0.0684
C -1.793 -1.600 1.947 0.2231 -0.1639 -0.2110
C -0.886 -2.402 1.278 -0.1539 0.1443 0.1458
H -1.190 -3.392 0.979 -0.0658 -0.0962 -0.0278
O -3.016 -2.162 2.138 0.3220 -0.0975 0.0835
C -4.125 -1.390 2.545 -0.4465 0.1358 0.1246
H -4.044 -1.079 3.588 -0.0373 -0.0317 -0.1250
H -4.985 -2.050 2.429 0.0380 0.0709 -0.0044
H -4.256 -0.509 1.913 -0.0055 -0.0428 0.0306
O -2.234 0.411 3.152 0.0626 -0.4692 -0.2658
C -1.813 1.652 3.662 0.0699 0.2160 0.1059
H -1.597 2.363 2.859 0.0221 -0.0229 0.0280
H -2.651 2.021 4.252 0.0920 0.0280 -0.0314
H -0.935 1.548 4.306 -0.0190 0.0028 -0.0384
H 0.251 1.072 2.419 -0.0507 0.1438 0.0229
C 3.592 -3.313 -0.455 0.1502 -0.3338 -0.3493
C 3.665 -3.088 -1.962 -0.0328 -0.0654 0.2488
H 2.694 -3.285 -2.410 -0.0772 -0.0199 -0.0600
H 3.955 -2.063 -2.186 0.0462 0.0899 -0.0570
H 4.395 -3.762 -2.402 0.0827 -0.0452 -0.0996
H 3.266 -4.336 -0.253 0.1386 0.1781 0.0458
H 4.566 -3.142 0.010 -0.1065 -0.0081 0.0389
H 3.985 -0.868 0.192 0.0658 0.0059 -0.0238
C 2.156 3.512 0.628 0.2764 0.3073 -0.0231
C 2.577 4.077 -0.723 -0.1031 -0.0792 0.2172
H 2.859 5.121 -0.616 0.0280 0.1228 -0.0392
H 1.759 4.006 -1.438 -0.0222 0.0353 -0.0997
H 3.429 3.524 -1.111 0.0943 -0.0432 -0.0546
H 1.316 4.088 1.029 0.0574 -0.0445 0.0358
H 2.988 3.559 1.334 -0.2156 0.0370 -0.0582
H -0.693 3.094 0.735 0.0006 0.0501 0.1115
H -2.652 2.388 -0.577 -0.1243 0.0539 0.0292
H -2.054 -0.075 -4.210 -0.0067 -0.0487 0.1337
H -2.287 -1.302 -2.933 0.0282 0.1216 -0.0421
H -4.745 -0.906 -3.012 -0.0866 -0.0554 0.0530
H -4.135 -1.377 -4.606 -0.0247 -0.0796 -0.0816
H -4.518 0.318 -4.264 -0.0626 0.0593 -0.0702

Entry 2:
60
Properties=species:S:1:pos:R:3:forces:R:3 method="wB97M-V/def2-TZVPD" multiplicity=1 e_lumo_ev=-6.610 mol_weight_g_mol=579.981 charge=+2 relative_energy_kcal_mol=12.45 total_energy_ev=-65794.94275 e_homo_ha=-0.4594
Ti 0.647 -0.643 0.646 0.3667 0.9404 -0.5440
C 0.930 4.012 5.557 -0.0422 0.0066 0.0377
C 0.696 3.109 4.379 -0.0252 -0.0218 -0.0704
C -0.051 3.504 3.283 -0.0173 0.0833 0.0036
C -0.301 2.715 2.144 0.0182 0.0881 0.0468
C -1.137 3.267 1.189 -0.0098 0.0263 0.0257
N -1.549 2.725 0.057 -0.0085 -0.0618 -0.0834
C -2.406 3.468 -0.877 0.0988 0.0159 0.0764
C -2.453 2.875 -2.276 -0.0973 0.0074 -0.0370
C -1.107 2.680 -2.986 0.1760 -0.1733 -0.0170
N -0.610 1.304 -2.809 -0.0297 0.1777 0.0214
C -0.870 0.343 -3.631 0.0138 -0.1321 -0.0054
C -0.614 -1.051 -3.413 -0.0351 0.1413 -0.0853
C -0.843 -1.960 -4.456 0.0040 -0.0932 -0.0149
C -0.683 -3.328 -4.292 -0.0221 0.0533 -0.0216
C -0.932 -4.295 -5.416 0.0201 0.0176 -0.0304
C -0.314 -3.775 -3.027 0.0088 -0.0437 0.0542
C -0.083 -2.910 -1.955 0.0022 -0.0670 -0.0598
C 0.242 -3.439 -0.651 0.0013 0.0087 0.0434
N 0.509 -2.768 0.416 0.0720 -0.2551 0.0416
C 0.789 -3.578 1.629 -0.1842 0.1910 -0.1270
C 2.270 -3.553 1.938 0.0931 -0.0974 0.0066
C 2.803 -2.166 2.335 -0.0608 0.1504 -0.0341
N 1.810 -1.080 2.220 0.0079 -0.1726 0.4581
C 1.711 -0.271 3.265 0.0284 -0.1701 -0.1289
C 1.053 0.956 3.245 0.0153 0.2093 0.0635
C 1.193 1.812 4.340 0.0305 -0.0641 0.0130
C 0.363 1.404 2.020 -0.2361 -0.5092 -0.1706
O -0.535 0.375 1.517 0.2553 0.2058 0.1838
C -0.216 -1.531 -2.149 0.0772 0.1928 0.1818
O -0.002 -0.690 -1.169 -0.1456 -0.1583 -0.0159
H 0.185 4.805 5.596 0.0170 0.0088 -0.0101
H 1.914 4.480 5.511 0.0034 -0.0018 -0.0212
H 0.872 3.459 6.495 0.0079 -0.0125 -0.0139
H -0.509 4.488 3.300 0.0114 -0.0054 0.0156
H -1.488 4.279 1.363 0.0091 -0.0006 -0.0002
H -1.393 1.735 -0.075 -0.0157 0.0084 0.0120
H -2.017 4.486 -0.925 -0.0109 0.0047 -0.0118
H -3.422 3.521 -0.481 -0.0156 -0.0194 -0.0120
H -3.060 3.555 -2.875 0.0080 0.0086 0.0092
H -2.994 1.925 -2.271 0.0027 0.0028 0.0172
H -0.334 3.352 -2.614 -0.0340 0.0298 0.0183
H -1.207 2.845 -4.057 -0.0437 0.0282 0.0055
H -0.102 1.079 -1.952 -0.0187 -0.0313 -0.0004
H -1.361 0.631 -4.558 0.0063 -0.0318 -0.0081
H -1.151 -1.577 -5.423 0.0007 0.0054 0.0067
H -0.921 -3.790 -6.380 -0.0058 0.0041 0.0065
H -1.902 -4.780 -5.305 0.0021 -0.0045 0.0168
H -0.170 -5.073 -5.439 -0.0084 -0.0062 0.0110
H -0.204 -4.843 -2.860 0.0019 0.0050 -0.0074
H 0.238 -4.527 -0.573 -0.0271 -0.0076 -0.0450
H 0.441 -4.598 1.465 0.0470 -0.0340 0.0294
H 0.202 -3.158 2.446 0.0186 -0.0219 0.0274
H 2.814 -3.929 1.070 -0.0087 -0.0092 0.0012
H 2.461 -4.259 2.746 -0.0215 0.0116 0.0115
H 3.655 -1.894 1.711 0.0006 0.0034 -0.0158
H 3.163 -2.180 3.363 0.0191 -0.0489 0.0000
H 2.230 -0.561 4.176 0.0256 0.0607 0.0147
H 1.737 1.434 5.200 -0.0020 0.0052 -0.0017
Te 2.015 1.585 0.274 -0.3454 -0.4476 0.1331

Entry 3:
59
Properties=species:S:1:pos:R:3:forces:R:3 method="wB97M-V/def2-TZVPD" multiplicity=1 e_lumo_ev=0.483 mol_weight_g_mol=420.513 smiles="CCCCn1c(N)c(N(CC)C(=O)C(c2ccccc2)c2ccccc2)c(=O)[nH]c1=O" relative_energy_kcal_mol=3.23 total_energy_ev=-37448.07751 e_homo_ha=-0.3099
C -1.024 -4.675 0.480 0.0775 0.1556 -0.1973
C -1.441 -3.510 -0.410 -0.2191 -0.1204 0.2508
C -2.886 -3.097 -0.142 0.1997 0.1903 -0.2705
C -3.370 -1.900 -0.965 -0.3313 -0.4369 0.2359
N -2.727 -0.651 -0.574 0.0992 -0.1469 -0.1450
C -1.638 -0.133 -1.226 0.2515 0.7049 -0.0362
C -1.077 1.056 -0.826 0.1717 -0.1872 -0.2667
C -1.684 1.854 0.208 -0.2141 -0.3069 -0.1306
O -1.345 2.959 0.572 0.0483 0.1451 0.0052
N -2.777 1.223 0.804 -0.1823 0.3144 0.2374
C -3.309 0.003 0.507 0.1896 0.2462 0.0059
O -4.237 -0.474 1.117 -0.2980 -0.1742 0.1956
H -3.211 1.717 1.576 0.0677 -0.1160 -0.1186
N 0.095 1.540 -1.464 -0.6190 0.1492 -0.0065
C 1.345 1.085 -1.168 0.0451 -0.3146 0.0446
O 2.335 1.523 -1.712 0.2270 0.0276 0.0353
C 1.394 -0.044 -0.124 0.3004 0.0815 -0.0272
C 2.811 -0.569 -0.031 -0.0246 -0.1102 -0.0167
C 3.692 -0.172 0.964 -0.0844 -0.0109 -0.0078
C 4.987 -0.661 0.988 0.1064 0.0061 0.0225
C 5.419 -1.547 0.018 0.1016 -0.0028 0.0331
C 4.546 -1.946 -0.980 -0.0077 -0.0776 -0.0998
C 3.252 -1.461 -1.000 0.0112 0.0084 0.0728
H 2.578 -1.776 -1.786 -0.0868 -0.0154 -0.0757
H 4.875 -2.636 -1.744 0.0264 -0.0551 -0.0534
H 6.431 -1.924 0.036 0.0750 -0.0330 0.0077
H 5.662 -0.343 1.769 0.0537 0.0217 0.0633
H 3.369 0.519 1.727 -0.0075 0.0222 0.0615
C 0.841 0.448 1.189 0.0144 -0.0171 0.1440
C 1.154 1.721 1.653 -0.0135 -0.1667 -0.0011
C 0.641 2.172 2.855 0.0499 0.0134 0.0880
C -0.192 1.360 3.606 -0.0011 0.0858 0.0960
C -0.500 0.088 3.156 -0.0462 -0.1097 0.0398
C 0.018 -0.366 1.957 0.0625 0.0016 0.0496
H -0.224 -1.363 1.614 -0.0238 -0.1182 -0.0811
H -1.151 -0.551 3.735 -0.0548 -0.0511 0.0558
H -0.601 1.718 4.539 -0.0290 0.0356 0.0789
H 0.882 3.167 3.199 0.0012 0.1036 0.0221
H 1.787 2.364 1.060 0.0652 0.1103 -0.0793
H 0.768 -0.869 -0.485 0.0256 0.1128 0.0562
C -0.056 2.727 -2.295 0.0504 0.2372 -0.3765
C -0.779 2.414 -3.599 0.1424 0.0831 0.2407
H -0.905 3.328 -4.173 -0.0641 0.0750 -0.1161
H -0.205 1.710 -4.198 0.0499 -0.0728 -0.0979
H -1.763 1.991 -3.403 -0.1156 -0.0383 -0.0317
H -0.606 3.478 -1.722 0.0893 -0.0524 -0.0137
H 0.951 3.097 -2.499 -0.1722 0.0153 0.0657
N -1.151 -0.793 -2.316 -0.1391 -0.0909 0.0431
H -1.237 -1.792 -2.378 0.0331 0.0155 0.0321
H -0.318 -0.388 -2.714 -0.0350 -0.0350 0.0057
H -3.234 -2.058 -2.035 -0.0240 0.0617 0.0394
H -4.437 -1.765 -0.767 0.1727 0.0006 -0.1793
H -3.006 -2.850 0.914 -0.0737 -0.0318 0.0354
H -3.544 -3.940 -0.360 -0.0610 -0.0445 0.0410
H -0.771 -2.668 -0.218 0.0388 0.0541 -0.1046
H -1.330 -3.810 -1.457 0.0539 0.0738 -0.0768
H -1.110 -4.401 1.529 -0.0017 -0.0061 0.1335
H 0.008 -4.956 0.283 0.0793 -0.0889 0.0487
H -1.658 -5.540 0.299 -0.0507 -0.1211 0.0224

Entry 4:
60
Properties=species:S:1:pos:R:3:forces:R:3 method="wB97M-V/def2-TZVPD" multiplicity=1 e_lumo_ev=-6.731 mol_weight_g_mol=526.933 charge=+2 relative_energy_kcal_mol=54.14 total_energy_ev=-40908.02771 e_homo_ha=-0.4966
Pd -0.057 -0.112 0.278 0.9457 -0.8997 -0.6077
C 0.216 -5.215 3.787 -0.0124 -0.0197 -0.0037
C 0.115 -3.766 3.405 -0.0131 0.0417 -0.0263
C 0.964 -2.821 3.920 0.0080 -0.0121 -0.0200
C 0.825 -1.441 3.608 0.0459 0.1139 -0.0162
C 1.629 -0.381 4.088 0.0359 0.0120 0.0045
N 2.895 -0.384 4.407 -0.0569 -0.0121 -0.0126
C 3.898 -1.423 4.148 0.0126 -0.0015 -0.0494
C 5.201 -0.784 3.653 -0.0088 -0.0015 0.0011
C 5.345 -0.609 2.140 -0.0376 -0.0027 0.0063
N 4.320 0.244 1.531 -0.0014 0.0181 0.0013
C 4.497 1.456 1.105 -0.0177 0.0110 -0.0077
C 3.480 2.254 0.495 0.1127 0.0079 0.0320
C 3.771 3.570 0.114 -0.0899 0.0534 -0.0497
C 2.832 4.425 -0.455 0.0979 -0.0984 0.0709
C 3.181 5.838 -0.834 -0.0183 0.0085 -0.0005
C 1.550 3.925 -0.633 -0.0832 0.0508 -0.0386
C 1.211 2.612 -0.279 0.4241 -0.2492 0.2228
C -0.095 2.123 -0.475 -0.3742 0.4768 -0.0633
N -1.220 1.941 -0.692 -0.0897 0.1155 -0.3641
C -2.433 1.570 -1.422 -0.0837 -0.0829 0.2234
C -3.230 0.411 -0.809 0.0297 -0.0628 -0.1283
C -2.719 -1.030 -1.052 -0.0604 -0.0405 0.0021
N -1.797 -1.648 -0.079 0.1892 0.7452 -0.0818
C -2.000 -1.480 1.168 -0.2497 0.2059 0.3262
C -1.049 -2.018 2.192 -0.2550 -0.0856 -0.2972
C -0.892 -3.341 2.497 0.2101 0.0384 0.2370
C -0.211 -1.023 2.738 0.0090 -0.2222 0.0513
O -0.321 0.201 2.292 -0.0078 -0.0532 -0.0250
C 2.175 1.721 0.286 -0.1346 -0.1969 0.0803
O 1.906 0.509 0.609 -0.2558 0.3722 -0.1084
H 1.194 -5.452 4.202 -0.0019 0.0046 0.0060
H 0.046 -5.859 2.924 0.0118 -0.0035 0.0018
H -0.535 -5.468 4.538 -0.0077 -0.0054 -0.0105
H 1.722 -3.130 4.630 -0.0017 -0.0024 0.0075
H 1.146 0.588 4.170 0.0036 0.0139 -0.0003
H 3.256 0.471 4.809 0.0008 0.0034 -0.0029
H 3.477 -2.112 3.414 0.0139 -0.0136 0.0119
H 4.081 -1.988 5.062 -0.0102 0.0356 0.0195
H 6.036 -1.409 3.971 -0.0113 -0.0215 -0.0131
H 5.348 0.180 4.150 0.0319 -0.0126 0.0206
H 5.286 -1.576 1.639 0.0133 0.0035 0.0046
H 6.320 -0.180 1.913 -0.0015 0.0122 0.0032
H 3.381 -0.131 1.356 -0.0055 0.0058 -0.0142
H 5.488 1.884 1.232 0.0067 -0.0001 -0.0056
H 4.779 3.940 0.274 0.0054 -0.0037 -0.0007
H 4.251 5.946 -0.999 0.0014 -0.0021 -0.0008
H 2.892 6.534 -0.045 0.0005 0.0008 -0.0022
H 2.669 6.137 -1.747 -0.0016 0.0035 0.0001
H 0.784 4.562 -1.060 0.0168 0.0103 -0.0094
H 0.311 0.299 -2.164 0.0813 0.0182 0.0051
H -2.108 1.347 -2.438 -0.0227 -0.0274 -0.0106
H -3.044 2.471 -1.431 -0.0145 -0.0159 -0.0256
H -4.194 0.472 -1.319 -0.0198 0.0041 0.0282
H -3.448 0.625 0.238 0.0550 -0.0172 0.0016
H -2.215 -1.087 -2.016 0.0037 0.0168 0.0229
H -3.585 -1.691 -1.114 -0.0102 0.0007 0.0013
H -2.819 -0.861 1.555 -0.1138 -0.2403 -0.0036
H -1.533 -4.083 2.035 -0.0116 -0.0022 -0.0073
O 0.386 -0.480 -1.601 -0.2827 0.0040 0.6139